Record 1
Density functional theory data (ωB97M-V with the def2-TZVPD basis set) for a cluster of 2 separate species, C6H6ClN2O3S in total at a distorted geometry.

Calculated values
Frontier orbital gap in eV: 8.54
Total charge: -1
Strongest force on any atom in eV Å⁻¹: 3.37
E_LUMO in hartree: 0.1262
ΔE to the lowest compared entry with this formula, charge and spin in kJ/mol: 61.45

The geometry in XYZ format:
```
19
Properties=species:S:1:pos:R:3:nbo_charge:R:1
C 0.659 -0.599 -2.127 -0.279
C 0.061 0.688 -2.268 0.085
C 0.462 -1.360 -1.028 0.076
C -1.003 0.221 -0.348 0.305
C -1.768 1.028 1.915 -0.717
C -2.196 0.540 0.590 0.587
N -0.783 1.076 -1.391 -0.453
N -0.423 -0.929 -0.104 -0.412
O 3.299 -2.087 0.857 -0.970
O 2.634 0.099 0.033 -0.980
O -3.369 0.357 0.348 -0.550
S 3.260 -0.646 1.109 1.615
Cl 1.588 -0.313 2.785 -0.648
H 1.335 -0.887 -2.931 0.207
H 0.104 1.364 -3.122 0.188
H 1.109 -2.165 -0.814 0.224
H -1.090 0.334 2.333 0.277
H -2.653 1.252 2.502 0.215
H -1.227 2.026 1.661 0.230
```

=====

Record 2
Density functional theory data (ωB97M-V with the def2-TZVPD basis set) for a cluster of 2 separate species, C6H6ClNO2 in total at a distorted geometry.

Calculated values
Frontier orbital gap (spin up / spin down) in eV: 7.41 / 4.83
Total charge: 0
Strongest force on any atom in eV Å⁻¹: 3.17
E_LUMO (spin up / spin down) in hartree: -0.0913 / -0.1218
ΔE to the lowest compared entry with this formula, charge and spin in kJ/mol: 487.23

The geometry in XYZ format:
```
16
Properties=species:S:1:pos:R:3:nbo_charge:R:1
C -1.476 0.133 -0.728 -0.020
C 0.088 1.521 0.698 -0.038
C -0.514 -0.807 -0.876 -0.268
C 1.058 0.581 0.518 -0.243
C -1.295 1.296 0.184 -0.559
C 0.719 -0.571 -0.257 0.213
N 1.833 -1.460 -0.486 0.494
O 1.586 -2.363 -1.251 -0.357
O 2.903 -1.221 0.017 -0.350
Cl 0.025 -2.310 2.203 -0.426
H -2.553 0.144 -1.196 0.232
H 0.321 2.402 1.161 0.211
H -0.741 -1.578 -1.613 0.274
H 1.985 0.847 0.956 0.268
H -1.859 2.152 -0.243 0.272
H -2.081 1.233 0.911 0.297
```

=====

Which of these has the highest total charge? C6H6ClNO2

=====

The lowest strongest force on any atom belongs to which entry? C6H6ClNO2

=====

What is the ΔE to the lowest compared entry with this formula, charge and spin in the second record? 487.23 kJ/mol